Entry 1:
19
Properties=species:S:1:pos:R:3:forces:R:3:lowdin_charge:R:1 method="wB97M-V/def2-TZVPD" relative_energy_kcal_mol=0.0 charge=+1 energy_ev=-17077.3717 fmax_ha_per_bohr=0.0269
N 1.200851 2.579254 4.726338 -0.17 -0.06 0.98 0.088
N 1.278923 1.927136 2.645388 -0.05 -0.36 -0.20 -0.025
N -1.169118 -2.212195 -2.929710 0.74 -0.70 0.50 0.227
N -0.048843 -2.711000 -3.077838 -0.90 0.55 -0.02 0.166
H 2.035838 4.394058 4.266219 -0.02 -0.12 -0.14 0.174
H 0.723570 -2.317495 -3.632655 -0.21 0.21 0.11 0.182
N 1.718128 3.491689 3.934859 -0.27 -0.62 0.08 -0.031
H 0.733249 1.209974 1.180666 0.23 -0.09 0.00 0.083
H -2.832609 0.551856 -0.628979 -0.27 0.03 0.00 0.103
N 1.769946 3.117385 2.691766 0.49 0.90 -0.81 0.034
N -1.217573 1.160002 0.601166 -0.42 0.49 0.57 0.082
N 0.277383 0.055309 -0.527927 0.95 -0.23 -0.07 -0.007
H -1.331752 -1.316079 -3.401877 0.54 0.15 -0.13 0.115
C -1.789873 0.526664 -0.399743 0.64 0.18 0.36 -0.211
N 0.053118 0.842414 0.480752 -0.94 -0.05 -0.34 -0.048
N -0.867184 -0.151384 -1.094795 -0.37 -0.76 -1.09 -0.037
H 0.486236 0.665316 4.182465 -0.12 -0.22 0.13 0.110
C 0.927250 1.595815 3.900195 0.22 0.58 0.12 -0.177
H 0.129144 -3.595377 -2.590523 -0.08 0.11 -0.06 0.175



Entry 2:
11
Properties=species:S:1:pos:R:3:forces:R:3:lowdin_charge:R:1 method="wB97M-V/def2-TZVPD" relative_energy_kcal_mol=43.7 charge=+1 energy_ev=-5159.5690 fmax_ha_per_bohr=0.0808
H 2.014615 1.073776 -0.207573 0.90 -0.47 -0.09 0.122
C -1.667371 0.191025 -0.022393 3.76 1.72 -0.36 0.150
H 0.548572 1.898134 -0.180652 0.38 -1.72 -0.09 0.154
C 0.358025 -0.155559 0.036558 -3.11 0.61 0.18 -0.191
N 0.957725 -1.338506 0.158388 -1.34 0.77 0.19 0.182
H -1.687523 1.330128 -0.162224 0.22 -1.75 0.46 0.075
H -1.737399 -0.247496 -0.994797 -0.78 -0.61 -0.20 0.032
H -2.269431 -0.126276 0.836368 0.70 -0.41 -0.36 0.061
H 0.537688 -2.237580 0.383265 -0.63 0.70 -0.21 0.145
N 1.025278 0.962201 -0.207752 -1.67 1.06 0.53 0.159
H 1.919819 -1.349851 0.360812 1.57 0.10 -0.06 0.111



Entry 3:
11
Properties=species:S:1:pos:R:3:forces:R:3:lowdin_charge:R:1 method="wB97M-V/def2-TZVPD" relative_energy_kcal_mol=130.1 charge=+1 energy_ev=-5155.8262 fmax_ha_per_bohr=0.0649
C 0.437102 -0.781572 0.220521 -1.76 -2.83 0.07 -0.292
H 1.287980 -0.582784 2.170450 -0.35 0.18 -0.80 0.133
H 1.052333 0.784877 1.259588 0.25 0.92 0.71 0.093
H -1.696524 0.022893 -1.544175 0.39 -0.15 0.55 0.142
H -1.332828 1.171796 -0.199696 0.31 -0.74 0.14 0.149
C -0.923470 0.712565 -1.138247 1.99 0.32 -0.96 -0.009
N 0.634933 -0.093006 1.528431 0.34 0.25 -0.78 0.156
N 0.416647 0.143238 -0.846399 -2.10 1.22 1.49 0.209
H -0.436435 -1.518280 0.286774 0.74 1.37 -0.11 0.156
H -0.774874 1.548513 -1.847257 -0.06 -0.66 0.20 0.103
H 1.335138 -1.408241 0.110010 0.26 0.12 -0.49 0.160



Entry 4:
11
Properties=species:S:1:pos:R:3:forces:R:3:lowdin_charge:R:1 method="wB97M-V/def2-TZVPD" relative_energy_kcal_mol=12.4 charge=+1 energy_ev=-5160.9262 fmax_ha_per_bohr=0.1375
C 0.250656 -0.033318 -0.180779 -6.53 2.61 0.79 -0.342
N 0.774583 -1.180554 -0.129403 1.64 -2.25 0.43 0.231
H -1.501883 1.048234 0.352530 -0.55 1.69 0.91 0.050
H -1.609663 -0.635900 0.735656 -0.74 -1.06 0.77 0.069
H 1.871874 0.849627 0.198241 1.55 1.11 0.01 0.121
H 0.585414 2.016049 -0.191320 0.27 -0.70 0.30 0.166
N 0.934075 1.070943 -0.014271 -0.34 -0.46 -0.47 0.222
H -1.926940 0.027995 -0.949351 -0.07 -0.56 0.03 0.094
H 0.323015 -2.079804 -0.036816 -0.49 0.36 -0.19 0.164
H 1.701234 -1.161369 0.217111 1.42 -0.71 -0.10 0.134
C -1.402367 0.078093 -0.001602 3.84 -0.02 -2.48 0.092



Entry 5:
11
Properties=species:S:1:pos:R:3:forces:R:3:lowdin_charge:R:1 method="wB97M-V/def2-TZVPD" spin_multiplicity=3 relative_energy_kcal_mol=0.0 charge=+1 energy_ev=-5156.1021 fmax_ha_per_bohr=0.1380 s_squared=2.01
N 1.534175 0.439278 0.033250 -1.44 6.52 -0.21 0.168
H 0.943636 1.371619 -0.108742 2.08 -2.51 0.33 0.189
H 2.515301 0.615454 0.195902 0.00 -0.62 0.22 0.143
H -1.100328 0.978276 0.882007 0.00 0.00 0.10 0.126
H -2.383891 0.139139 -0.088043 1.40 0.34 0.21 0.142
H -1.047297 0.950275 -0.876404 0.53 1.37 -1.69 0.083
C 0.871220 -0.685731 -0.054518 2.69 -6.51 -0.90 -0.265
N -0.492956 -0.797707 -0.054059 -2.85 0.65 1.11 0.093
H -0.904707 -1.712023 0.246881 0.36 1.05 -0.25 0.199
H 1.346000 -1.700986 -0.147290 -0.03 1.67 0.04 0.145
C -1.281150 0.402406 -0.028986 -2.75 -1.97 1.04 -0.023



Entry 6:
12
Properties=species:S:1:pos:R:3:forces:R:3:lowdin_charge:R:1 method="wB97M-V/def2-TZVPD" relative_energy_kcal_mol=168.5 charge=+1 energy_ev=-7201.8363 fmax_ha_per_bohr=0.0866
H 0.932110 2.124147 -0.348217 0.53 0.14 -0.06 0.055
N -0.134202 -1.240216 0.205990 -1.10 2.23 -2.63 -0.049
C 1.101643 -1.822204 0.316957 0.41 -2.54 2.15 -0.067
H 0.923981 -2.903423 -0.013233 0.56 1.12 -0.16 0.156
H -1.842554 -1.283711 0.743325 -0.28 -0.18 -0.06 0.155
H 1.194416 -2.020130 1.422644 0.87 0.27 -0.68 0.133
H -2.028186 2.086641 0.284111 3.40 0.22 -0.25 0.197
O -1.032200 -1.784231 0.926145 0.03 -0.28 1.00 0.107
N -0.952098 2.360796 0.100975 -4.13 -1.60 0.48 0.049
H 1.926507 -1.286734 -0.161620 -0.54 -0.22 0.09 0.110
H -0.908993 3.312634 -0.096127 0.26 2.26 -0.39 0.087
C 0.042737 1.594999 -0.044635 -0.02 -1.42 0.52 0.067



Entry 7:
12
Properties=species:S:1:pos:R:3:forces:R:3:lowdin_charge:R:1 method="wB97M-V/def2-TZVPD" relative_energy_kcal_mol=75.1 charge=+1 energy_ev=-7205.8895 fmax_ha_per_bohr=0.0946
H 0.261042 1.521515 1.386904 1.15 0.07 -0.25 0.166
C -0.202028 0.809576 0.732422 -2.43 -0.69 0.09 -0.055
H -0.792339 -1.280474 -0.984315 -0.11 -0.33 -0.64 0.111
C 0.248027 -0.996530 -1.082080 -1.09 -1.59 3.20 0.035
H -2.268303 0.304952 0.452195 1.21 -0.10 0.17 0.142
H 0.943769 -1.868473 -0.961642 -0.82 0.74 0.58 0.135
H -2.014663 1.561601 1.462402 1.00 0.01 0.26 0.136
N 0.455431 0.059736 -0.115859 4.40 0.53 2.00 -0.077
H 0.543472 -0.538815 -1.914933 0.45 1.38 -4.08 0.065
O 1.983077 0.284777 -0.041773 -2.40 -1.29 0.22 0.022
N -1.536985 0.790751 0.998589 -0.31 -0.47 -1.52 0.169
H 2.379499 -0.648617 0.068089 -1.06 1.74 -0.04 0.151



Entry 8:
12
Properties=species:S:1:pos:R:3:forces:R:3:lowdin_charge:R:1 method="wB97M-V/def2-TZVPD" relative_energy_kcal_mol=177.0 charge=+1 energy_ev=-7201.4697 fmax_ha_per_bohr=0.0788
H -2.222718 0.551845 1.055983 0.00 0.94 1.34 0.116
H -3.518269 -0.005334 0.175845 0.10 -0.51 -0.82 0.162
N 1.197683 -1.496522 0.430059 -0.77 3.86 0.96 0.153
O 1.786552 -0.731639 -0.449965 -0.97 0.54 1.16 -0.143
H 1.573990 0.816493 1.014017 0.34 -0.01 -0.03 0.093
H -1.449980 -0.863466 -1.350033 -0.59 0.21 -0.37 0.086
H 0.504682 0.985115 -0.446635 1.09 -0.68 0.48 0.073
C -1.495928 -0.222144 -0.477553 0.24 -0.89 0.17 0.149
H 1.167441 -2.434618 0.163600 0.69 -2.13 -1.59 0.061
C 1.558057 0.720715 -0.064485 -1.21 -1.49 -1.29 0.017
H 2.261860 1.268540 -0.662539 0.50 0.22 0.18 0.091
N -2.503195 0.102612 0.222520 0.57 -0.06 -0.20 0.142



Entry 9:
12
Properties=species:S:1:pos:R:3:forces:R:3:lowdin_charge:R:1 method="wB97M-V/def2-TZVPD" relative_energy_kcal_mol=120.6 charge=+1 energy_ev=-7203.9147 fmax_ha_per_bohr=0.0964
H 0.809937 0.999750 -0.321796 0.60 0.48 -0.75 0.171
H 0.564534 -1.877699 -0.232125 -0.20 0.72 -0.52 0.206
N 2.384807 -0.211031 0.323130 1.25 -2.93 1.15 0.163
H 3.160425 0.402657 0.208626 0.28 0.58 0.05 0.120
O -0.832663 -0.623946 -0.891610 -3.59 1.04 -0.65 -0.141
C -2.387692 0.112800 0.342488 2.37 -3.32 -2.82 0.340
N 0.360643 -0.888134 -0.495849 0.55 -2.79 1.39 -0.083
H -1.597881 0.698202 0.724709 -0.17 1.07 1.04 0.037
C 1.232002 0.007661 -0.265481 -0.07 1.47 1.08 -0.150
H 2.639480 -1.185223 0.713608 -0.57 2.22 -1.15 0.184
H -2.993398 0.370597 -0.520771 -0.04 0.62 0.38 0.078
H -2.494687 -0.943084 0.623062 -0.39 0.83 0.79 0.076



Entry 10:
13
Properties=species:S:1:pos:R:3:forces:R:3:lowdin_charge:R:1 method="wB97M-V/def2-TZVPD" spin_multiplicity=2 relative_energy_kcal_mol=2.4 charge=-2 energy_ev=-9259.6583 fmax_ha_per_bohr=0.0311 s_squared=0.75
C -1.220216 1.554194 -0.317658 -0.07 0.21 -1.58 -0.853
O 1.614267 -3.083280 1.625414 -0.13 0.06 0.09 -0.165
N -2.001497 0.326007 -0.066780 0.97 -0.18 1.12 -0.078
H -1.778745 0.078413 0.904554 -0.36 0.17 -0.02 0.021
H 3.024434 -2.594219 0.276509 -0.06 -0.08 0.07 0.072
H -1.485516 -0.425194 -0.528730 -0.31 0.14 -0.43 0.024
H -1.354183 2.311875 0.451315 -0.24 -0.32 0.37 -0.005
H -1.679179 2.032521 -1.203181 0.13 0.21 0.20 -0.049
H 0.565200 0.506438 -0.254871 0.08 0.52 0.33 0.004
N 0.204307 1.385639 -0.648161 -0.32 -0.72 0.03 -0.054
O 1.775358 -1.067780 0.568391 -0.17 -0.33 0.22 -0.148
C 2.101007 -2.240262 0.846381 0.42 0.17 -0.39 -0.740
H 0.234763 1.215649 -1.653180 0.06 0.16 -0.02 -0.029



Look up the charge of the first one.
+1